# 1
The following is a DFT calculation (ωB97M-V with the def2-TZVPD basis set) of a molecular structure, C22H17BrCaClN5O4.

XYZ file:
```
51
Properties=species:S:1:pos:R:3
Ca 1.0500 0.3577 0.0121
C -4.9128 0.5016 -0.5421
C -4.5017 -0.1882 0.5939
C -3.2162 -0.7020 0.6822
C -2.3076 -0.5427 -0.3628
C -2.7381 0.1286 -1.5047
C -4.0213 0.6520 -1.5956
N -0.9575 -0.9771 -0.2796
C -0.7529 -2.2900 -0.0690
C -1.7864 -3.2942 -0.0721
C -1.5028 -4.6114 0.1137
C -0.1824 -5.0940 0.3218
C 0.8346 -4.1935 0.3176
C 0.5758 -2.8167 0.1280
N 1.6004 -1.8924 0.0707
N 2.7884 -2.2684 0.2281
C 3.7379 -1.2272 -0.0518
C 5.0221 -1.4198 0.4298
C 6.0009 -0.5091 0.0942
C 5.6753 0.5558 -0.7313
C 4.3680 0.6722 -1.1530
N 3.3963 -0.1915 -0.8293
H -5.9146 0.9058 -0.6089
H -5.1869 -0.3205 1.4228
H -2.8996 -1.2272 1.5754
H -2.0444 0.2390 -2.3310
H -4.3253 1.1735 -2.4956
H -2.8089 -2.9907 -0.2463
H -2.3197 -5.3241 0.0890
H 0.0044 -6.1491 0.4632
H 1.8625 -4.5009 0.4511
H 5.2200 -2.2837 1.0486
H 7.0093 -0.6341 0.4673
H 6.4087 1.2911 -1.0285
H 4.0695 1.5082 -1.7725
O 3.9141 2.5257 1.5725
Cl 2.5145 2.3095 1.4035
O 1.7233 3.2306 2.1503
O 2.1706 0.8998 1.8019
O 2.1539 2.3740 -0.0393
Br -1.1418 1.4057 2.5885
C -1.4495 2.4494 1.0438
C -2.4405 3.4171 1.0816
C -2.6363 4.1740 -0.0546
C -1.8410 3.9468 -1.1690
C -0.8880 2.9566 -1.0956
N -0.6899 2.1987 -0.0072
H -3.0276 3.5604 1.9759
H -3.4027 4.9385 -0.0677
H -1.9587 4.5225 -2.0757
H -0.2453 2.7534 -1.9445
```

Output
Frontier orbital gap   6.20 eV
HOMO level   -0.256 Ha
Largest force on an atom   1.90 eV Å⁻¹
Total charge   0
Electronic energy   -5134.96232 Eh
Energy above the lowest of the compared OMol25 structures with the same formula, charge and spin   0.5104 eV



# 2
The following is a DFT calculation (ωB97M-V with the def2-TZVPD basis set) of a molecular structure, C22H17Cl2CoN4PS2.

XYZ file:
```
49
Properties=species:S:1:pos:R:3
Co 0.3163 -1.8472 -0.8243
Cl -2.9051 -1.6741 -1.6141
C -2.3809 -3.3407 -1.9083
Cl -0.7010 -3.3313 -2.4489
H -3.0030 -3.7850 -2.6833
H -2.4303 -3.8928 -0.9690
S -0.7269 -3.1972 0.8680
C 0.3297 -2.9489 2.1832
C -0.0716 -3.5172 3.4030
N -0.4227 -4.0387 4.3643
C 1.5283 -2.2633 2.0910
S 2.1745 -1.7000 0.6069
C 2.2601 -2.0152 3.2624
N 2.8228 -1.7776 4.2345
N 1.0363 1.0305 -0.8838
P -0.3211 0.2550 -0.2123
C -1.5517 1.5164 -0.7034
C -1.6111 1.8576 -2.0533
C -2.4589 2.8652 -2.4707
C -3.2594 3.5200 -1.5458
C -3.2158 3.1661 -0.2082
C -2.3710 2.1569 0.2155
C -0.1383 0.5816 1.5673
C 0.8774 1.3527 2.1164
C 1.0016 1.4538 3.4894
C 0.1258 0.7767 4.3200
C -0.9002 0.0173 3.7823
C -1.0289 -0.0811 2.4095
C 1.8210 0.4604 -1.8454
C 2.9323 1.1461 -2.3496
C 3.7025 0.5449 -3.3192
C 3.3439 -0.7224 -3.7684
C 2.2413 -1.3346 -3.2102
N 1.4858 -0.7634 -2.2727
H 1.1929 2.0150 -0.6977
H -0.9790 1.3379 -2.7656
H -2.4894 3.1509 -3.5130
H -3.9213 4.3077 -1.8731
H -3.8259 3.6846 0.5146
H -2.3294 1.8787 1.2580
H 1.5840 1.8581 1.4775
H 1.7964 2.0473 3.9151
H 0.2583 0.8229 5.3877
H -1.5786 -0.5084 4.4374
H -1.8001 -0.6997 1.9679
H 3.1754 2.1217 -1.9576
H 4.5686 1.0534 -3.7162
H 3.9131 -1.2176 -4.5347
H 1.9335 -2.3232 -3.5232
```

Output
Frontier orbital gap (alpha / beta)   6.03 / 7.11 eV
HOMO level (alpha / beta)   -0.256 / -0.264 Ha
Largest force on an atom   2.16 eV Å⁻¹
Total charge   0
2S+1   2
Electronic energy   -4508.47634 Eh



# 3
The following is a DFT calculation (ωB97M-V with the def2-TZVPD basis set) of a molecular structure, C22H17ClN3O2Ru.

XYZ file:
```
46
Properties=species:S:1:pos:R:3
Ru -0.2897 0.0272 0.1663
Cl 4.0735 -0.6572 5.9352
C 2.8308 -0.5053 4.8109
C 1.5017 -0.3642 5.2628
C 0.5133 -0.2169 4.3336
C 0.7942 -0.2180 2.9457
O -0.1871 -0.0434 2.1126
C 2.1627 -0.4061 2.4705
C 2.5339 -0.4689 1.1060
N 1.7012 -0.3554 0.0245
C 2.1933 -0.3979 -1.2621
C 3.5184 -0.5422 -1.6661
C 3.8403 -0.6110 -3.0249
C 2.8791 -0.5451 -4.0035
C 1.5255 -0.3843 -3.6356
C 0.4611 -0.3292 -4.5487
C -0.8339 -0.1803 -4.0907
C -1.0720 -0.0639 -2.7333
N -0.0806 -0.1008 -1.8322
C 1.2040 -0.2868 -2.2653
C 3.1460 -0.5230 3.4370
H 1.2805 -0.3674 6.3201
H -0.5179 -0.0940 4.6375
H 3.5797 -0.6590 0.9138
H 4.3138 -0.6069 -0.9390
H 4.8761 -0.7287 -3.3135
H 3.1459 -0.6122 -5.0493
H 0.6608 -0.4117 -5.6101
H -1.6654 -0.1469 -4.7800
H -2.0737 0.0742 -2.3526
H 4.1806 -0.6296 3.1378
O -2.0233 -1.7184 0.0758
C -3.3393 -1.2215 0.3057
C -3.3386 0.2798 0.2300
C -4.5271 0.9909 0.2417
C -4.4922 2.3724 0.2054
C -3.2656 3.0272 0.1572
C -2.1234 2.2644 0.1450
N -2.1562 0.9110 0.1733
H -1.9719 -2.6356 0.3694
H -3.7019 -1.5204 1.2924
H -4.0290 -1.6221 -0.4403
H -5.4680 0.4575 0.2806
H -5.4132 2.9405 0.2158
H -3.2023 4.1053 0.1321
H -1.1439 2.7237 0.1085
```

Output
Frontier orbital gap (alpha / beta)   5.72 / 5.08 eV
HOMO level (alpha / beta)   -0.435 / -0.513 Ha
Largest force on an atom   0.97 eV Å⁻¹
Total charge   +2
2S+1   6
Electronic energy   -1717.77802 Eh